{
  "formula": "C3H9N3",
  "method": "the ωB97M-V functional and the def2-TZVPD basis",
  "homo_lumo_gap_ev": 8.57,
  "de_lowest_kj_mol": 182.3,
  "e_tot_ha": -283.91366,
  "e_lumo_ev": 1.023,
  "charge": 0,
  "smiles": "C/C(N)=C\\NN",
  "e_homo_ev": -7.55,
  "elements": ["C", "C", "N", "C", "N", "N", "H", "H", "H", "H", "H", "H", "H", "H", "H"],
  "positions_angstrom": [[1.170, -1.321, 0.086], [0.814, 0.118, -0.101], [1.905, 1.079, 0.119], [-0.380, 0.642, -0.321], [-1.584, -0.168, -0.478], [-2.711, 0.163, 0.317], [0.367, -1.865, 0.583], [1.362, -1.802, -0.875], [2.067, -1.401, 0.697], [1.766, 1.956, -0.368], [2.808, 0.706, -0.149], [-0.587, 1.702, -0.358], [-1.405, -1.163, -0.380], [-3.134, 1.005, -0.064], [-2.458, 0.349, 1.291]],
  "forces_ev_per_a": [[-0.12, 0.18, -0.17], [1.52, 1.94, 0.50], [-0.41, -1.14, -0.26], [-2.12, -1.56, 0.25], [0.89, 0.42, -0.25], [0.07, 0.24, 0.21], [-0.01, -0.05, 0.02], [0.05, -0.08, 0.00], [0.02, -0.03, 0.06], [-0.10, -0.15, 0.04], [-0.09, -0.01, -0.04], [0.20, 0.09, -0.09], [-0.03, 0.32, -0.06], [0.05, -0.22, 0.06], [0.08, 0.05, -0.25]],
  "mulliken_charge": [-1.3711, 0.8565, -0.6068, -0.5218, -0.2687, -0.6367, 0.3489, 0.2600, 0.3911, 0.2331, 0.2343, 0.2821, 0.3175, 0.2458, 0.2358]
}

---

{
  "formula": "C3H9N3O",
  "method": "the ωB97M-V functional and the def2-TZVPD basis",
  "homo_lumo_gap_ev": 8.57,
  "de_lowest_kj_mol": 410.2,
  "e_tot_ha": -359.08822,
  "e_lumo_ev": 0.614,
  "charge": 0,
  "e_homo_ev": -7.96,
  "elements": ["C", "N", "C", "C", "N", "N", "O", "H", "H", "H", "H", "H", "H", "H", "H", "H"],
  "positions_angstrom": [[1.539, -1.087, -0.727], [-1.141, -0.534, 0.694], [-0.316, 0.356, 0.159], [1.021, -0.199, 0.394], [-2.402, -0.718, 0.108], [-0.641, 1.571, -0.359], [2.043, 0.739, 0.713], [1.809, 1.426, 1.348], [0.124, -1.076, 1.101], [-2.577, -0.082, -0.666], [-3.131, -0.642, 0.808], [0.151, 2.191, -0.464], [-1.517, 1.991, -0.079], [1.846, -0.486, -1.593], [2.412, -1.647, -0.387], [0.780, -1.804, -1.049]],
  "forces_ev_per_a": [[0.18, 0.21, -0.10], [-0.18, 0.61, -1.06], [-0.54, -0.58, 1.30], [-1.13, -0.59, 0.84], [-0.50, 0.33, 0.02], [0.11, -0.12, -0.45], [0.33, -0.12, -0.28], [-0.42, -0.52, 0.09], [2.33, 0.68, -0.39], [-0.08, -0.02, 0.08], [0.05, 0.02, -0.08], [-0.27, -0.02, -0.18], [0.20, 0.00, 0.00], [-0.02, -0.08, 0.06], [-0.06, 0.07, 0.04], [0.00, 0.13, 0.11]],
  "mulliken_charge": [-1.1594, -0.2224, 0.1782, 0.2177, -0.5631, -0.4573, -0.5385, 0.3252, 0.3097, 0.2453, 0.2388, 0.2578, 0.2152, 0.2926, 0.3150, 0.3451]
}

---

{
  "formula": "C3H9N3O",
  "method": "the ωB97M-V functional and the def2-TZVPD basis",
  "homo_lumo_gap_ev": 9.76,
  "de_lowest_kj_mol": 102.6,
  "e_tot_ha": -359.20536,
  "e_lumo_ev": 0.917,
  "charge": 0,
  "smiles": "NCNC(=O)CN",
  "e_homo_ev": -8.84,
  "elements": ["N", "C", "N", "C", "O", "C", "N", "H", "H", "H", "H", "H", "H", "H", "H", "H"],
  "positions_angstrom": [[-0.723, -1.904, 1.700], [0.455, -1.798, 0.934], [0.390, -0.836, -0.226], [-0.234, 0.382, -0.084], [-0.838, 0.689, 0.924], [-0.267, 1.339, -1.284], [0.642, 2.482, -0.962], [-1.231, -1.153, 2.109], [-1.336, -2.702, 1.605], [0.791, -2.772, 0.583], [1.342, -1.574, 1.517], [1.208, -0.845, -0.817], [-1.299, 1.681, -1.400], [0.030, 0.956, -2.247], [0.086, 3.191, -0.494], [0.985, 2.864, -1.857]],
  "forces_ev_per_a": [[-0.63, -1.56, 0.42], [0.36, 0.60, -0.31], [-0.05, -0.17, 0.47], [-0.23, -0.60, -0.40], [-0.03, 0.41, 0.13], [0.51, 0.83, 0.57], [-0.28, -0.25, -0.91], [0.53, 0.86, -0.18], [0.52, 0.04, -0.46], [-0.75, -0.19, -0.57], [0.03, 0.91, 0.62], [-0.16, -0.04, -0.25], [-0.06, -0.19, 0.15], [0.25, -0.67, -0.08], [0.32, 0.05, -0.05], [-0.32, -0.03, 0.86]],
  "mulliken_charge": [-0.4366, -0.4144, -0.2858, 0.4540, -0.6128, -0.4651, -0.6023, 0.2179, 0.1767, 0.3248, 0.2980, 0.2632, 0.2540, 0.3693, 0.2277, 0.2315]
}

---

{
  "formula": "C3H9N3O",
  "method": "the ωB97M-V functional and the def2-TZVPD basis",
  "homo_lumo_gap_ev": 8.80,
  "de_lowest_kj_mol": 335.3,
  "e_tot_ha": -359.11672,
  "e_lumo_ev": 0.888,
  "charge": 0,
  "e_homo_ev": -7.91,
  "elements": ["C", "C", "N", "N", "C", "O", "N", "H", "H", "H", "H", "H", "H", "H", "H", "H"],
  "positions_angstrom": [[-0.799, 0.853, -0.911], [1.572, 0.657, -1.014], [1.817, -0.138, 0.010], [-1.038, -0.736, 1.464], [-0.586, -1.214, 0.141], [-0.925, 1.629, 0.199], [-0.835, -0.448, -0.951], [-0.955, 1.008, 0.968], [-0.948, 1.409, -1.829], [1.854, 0.379, 0.887], [0.858, -0.940, 0.160], [-2.008, -0.992, 1.631], [-0.488, -1.156, 2.205], [1.634, 0.234, -2.008], [1.577, 1.736, -0.912], [-0.731, -2.280, -0.038]],
  "forces_ev_per_a": [[-0.33, -0.46, 0.23], [0.15, -0.45, 0.45], [0.10, 0.52, -0.37], [-0.10, -0.06, -0.03], [0.84, 0.20, 0.38], [0.19, -0.13, -0.06], [0.25, 0.65, -0.27], [-0.03, 0.00, -0.13], [0.06, 0.03, 0.00], [-0.03, 0.08, -0.07], [-0.96, -0.46, -0.11], [0.08, 0.01, 0.00], [-0.04, 0.01, -0.07], [-0.08, -0.01, -0.02], [-0.10, 0.00, 0.05], [0.00, 0.07, 0.03]],
  "mulliken_charge": [-0.1696, -0.4501, -0.5643, -0.6005, -0.3095, -0.5391, -0.4623, 0.5048, 0.4813, 0.2871, 0.3799, 0.1976, 0.2228, 0.3504, 0.3276, 0.3439]
}

---

{
  "formula": "C3H9N3O2",
  "method": "the ωB97M-V functional and the def2-TZVPD basis",
  "homo_lumo_gap_ev": 7.94,
  "de_lowest_kj_mol": 244.7,
  "e_tot_ha": -434.43296,
  "e_lumo_ev": 0.714,
  "charge": 0,
  "smiles": "N/C=C/O.NC(N)=O",
  "e_homo_ev": -7.23,
  "elements": ["N", "C", "C", "O", "H", "H", "H", "H", "H", "N", "C", "N", "O", "H", "H", "H", "H"],
  "positions_angstrom": [[-2.939, -1.044, 0.244], [-1.780, -0.487, -0.272], [-1.379, 0.783, -0.018], [-0.716, 1.614, -0.882], [-3.405, -0.477, 0.939], [-2.888, -2.024, 0.482], [-1.259, -1.112, -0.983], [-1.950, 1.390, 0.678], [-0.136, 1.054, -1.447], [1.888, 1.151, 0.477], [1.619, -0.006, -0.213], [2.277, -1.134, 0.307], [1.266, -0.050, -1.394], [1.125, 1.812, 0.548], [2.725, 1.352, 0.993], [3.062, -0.978, 0.920], [2.489, -1.844, -0.377]],
  "forces_ev_per_a": [[-0.18, -0.30, 0.44], [0.79, 1.09, -0.04], [-1.83, -0.42, -0.57], [0.91, -0.28, -0.07], [0.01, -0.19, -0.01], [-0.02, 0.12, 0.20], [0.04, 0.09, -0.28], [0.04, -0.16, 0.27], [-0.07, 0.38, 0.17], [-1.63, 0.65, 0.30], [4.41, -0.92, -1.44], [-0.49, 0.27, 0.02], [-1.56, -0.12, 1.01], [0.33, 0.13, -0.39], [-0.19, -0.61, 0.22], [-0.32, 0.14, 0.32], [-0.24, 0.14, -0.16]],
  "mulliken_charge": [-0.4742, 0.0097, -0.4166, -0.5382, 0.2083, 0.2195, 0.3641, 0.2256, 0.3829, -0.3174, 0.6134, -0.4810, -0.6575, 0.2204, 0.1833, 0.2043, 0.2535]
}

---

{
  "formula": "C3H9N3O2",
  "method": "the ωB97M-V functional and the def2-TZVPD basis",
  "homo_lumo_gap_ev": 10.39,
  "de_lowest_kj_mol": 611.5,
  "e_tot_ha": -434.29327,
  "e_lumo_ev": 0.652,
  "charge": 0,
  "smiles": "CC(C)NN(O)N=O",
  "e_homo_ev": -9.74,
  "elements": ["C", "C", "C", "N", "N", "O", "N", "O", "H", "H", "H", "H", "H", "H", "H", "H", "H"],
  "positions_angstrom": [[0.975, -0.985, -0.836], [0.692, -0.165, 0.409], [1.113, -0.827, 1.657], [-0.714, 0.274, 0.545], [-1.197, 1.007, -0.450], [-1.380, 2.370, -0.171], [-1.873, 0.558, -1.505], [-2.375, 1.424, -2.216], [0.536, -1.981, -0.712], [0.459, -0.524, -1.686], [2.030, -1.117, -1.119], [1.186, 0.772, 0.234], [2.174, -1.105, 1.640], [0.507, -1.755, 1.783], [0.902, -0.181, 2.536], [-1.322, -0.427, 0.944], [-1.712, 2.661, -1.052]],
  "forces_ev_per_a": [[-0.75, -0.60, -0.56], [0.02, 0.93, -1.44], [-0.33, -0.56, 1.56], [0.59, -1.14, 0.68], [-1.49, 1.37, -1.29], [0.43, -0.33, -0.13], [0.56, -0.64, 0.20], [0.32, -0.08, 0.76], [0.07, -0.07, -0.11], [0.23, -0.13, 0.05], [-0.25, 0.27, 0.47], [0.70, 0.62, 0.36], [-0.32, 0.08, 0.00], [0.49, 0.41, 0.02], [0.28, -0.39, -0.46], [-0.43, 0.13, -0.29], [-0.14, 0.13, 0.18]],
  "mulliken_charge": [-1.2578, 0.6104, -1.3804, -0.4818, 0.6520, -0.4989, -0.0211, -0.5599, 0.2915, 0.3647, 0.3459, 0.2021, 0.3674, 0.3382, 0.3480, 0.2970, 0.3827]
}

---

{
  "formula": "C3H9N3O2",
  "method": "the ωB97M-V functional and the def2-TZVPD basis",
  "homo_lumo_gap_ev": 8.09,
  "de_lowest_kj_mol": 1174.8,
  "e_tot_ha": -434.07870,
  "e_lumo_ev": 0.203,
  "charge": 0,
  "e_homo_ev": -7.89,
  "elements": ["C", "C", "C", "H", "H", "H", "H", "H", "H", "H", "H", "H", "N", "N", "N", "O", "O"],
  "positions_angstrom": [[0.361, -1.538, -0.226], [0.652, 0.465, 1.006], [0.121, 1.499, -0.049], [-2.725, 0.111, -0.423], [-2.014, -0.880, 1.313], [0.648, -2.405, -0.808], [1.966, -0.661, -1.366], [-0.298, 0.372, 1.541], [1.587, 0.694, 1.666], [-0.995, 2.082, 0.218], [1.092, 2.150, -0.201], [-1.142, 0.758, -1.303], [-1.659, -0.449, 0.238], [-0.945, -1.575, -0.276], [1.071, -0.738, 0.251], [2.311, -0.604, -0.238], [-0.030, 0.718, -1.341]],
  "forces_ev_per_a": [[-10.06, -8.33, -5.09], [-0.07, 0.39, 0.37], [1.65, 1.22, -1.39], [3.50, -3.29, 2.19], [0.22, 1.93, -4.26], [1.28, 0.02, 0.20], [2.62, 0.78, 4.45], [1.08, -1.15, 0.67], [-1.90, 0.22, -1.33], [3.83, -1.65, -0.51], [-2.53, -0.25, -0.13], [4.75, -0.82, -0.82], [-3.60, 0.31, 3.41], [-1.89, -0.71, -0.80], [5.54, 8.66, 7.85], [0.31, -0.40, -6.42], [-4.74, 3.07, 1.60]],
  "mulliken_charge": [0.0638, -0.5360, -0.2206, 0.2697, 0.2790, 0.4487, 0.4090, 0.2128, 0.3743, 0.2575, 0.2492, 0.3409, -0.6441, -0.6031, 0.1611, -0.4838, -0.5783]
}